No. 1
The following is a DFT calculation (ωB97M-V/def2-TZVPD) of 2 unconnected molecules or ions with the total composition C6H20N5 in a non-equilibrium geometry.

Geometry as XYZ:
```
31
Properties=species:S:1:pos:R:3
C 0.4153 -2.2988 1.0818
C 3.8676 1.2470 -0.6113
C -2.3314 1.7701 -0.7777
C -2.8895 -0.6923 -0.9621
C 0.7367 -1.7848 -0.4172
C 1.6577 0.3737 0.1964
N 0.6260 0.6385 0.9618
N 2.6583 1.3039 0.2427
N 1.8285 -0.8321 -0.4096
N -2.4713 0.4720 1.1877
N -2.1610 0.4306 -0.2534
H 0.5105 -3.3650 1.1786
H 1.1490 -1.8814 1.7321
H -0.5489 -1.9450 1.4009
H 4.5893 0.4941 -0.2375
H 3.6352 0.9891 -1.5610
H 4.3184 2.2015 -0.5102
H -3.4014 1.9828 -0.9714
H -2.1478 2.4951 0.0028
H -1.5746 2.0731 -1.4622
H -2.9549 -1.4532 -0.2964
H -3.9494 -0.4513 -1.1094
H -2.3364 -0.8307 -1.8289
H 1.0061 -2.6115 -1.0588
H -0.1468 -1.3238 -0.7519
H -3.4731 0.5934 1.3108
H 0.5507 1.5417 1.5160
H 2.6508 2.1865 0.6613
H 2.7003 -0.8680 -0.7520
H -2.3423 -0.4993 1.5266
H -0.1717 0.0441 0.9714
```

Energy above the lowest of the compared OMol25 structures with the same formula, charge and spin ... 0.0 kcal/mol
Net charge ... +1
Frontier orbital gap ... 9.39 eV
E_tot ... -13989.05843 eV
HOMO level ... -11.936 eV

No. 2
The following is a DFT calculation (ωB97M-V/def2-TZVPD) of 4 unconnected molecules or ions with the total composition C6H20O4 in a non-equilibrium geometry.

Geometry as XYZ:
```
30
Properties=species:S:1:pos:R:3
C 1.3088 -0.4410 0.8209
C 1.1171 -1.9730 0.5057
O 0.9491 -2.0257 -0.8942
H 1.9896 0.0769 0.1452
H 1.5407 -0.3175 1.8787
H 0.3192 -0.0064 0.6796
H 0.1628 -2.3407 0.8829
H 1.9431 -2.5580 0.9101
H 0.7999 -2.9441 -1.1306
C -0.3246 4.1383 -0.8868
C 1.0371 3.4538 -1.0916
O 2.1440 4.2085 -0.6276
H -1.1381 3.6273 -1.4019
H -0.4146 5.1636 -1.2457
H -0.6415 4.2181 0.1530
H 1.2431 3.1211 -2.1090
H 0.9982 2.5481 -0.4866
H 2.9495 3.6864 -0.6127
C -1.6665 1.5292 2.1191
O -2.1657 2.1809 3.3304
H -2.3157 0.6699 1.9513
H -1.6644 2.0860 1.1820
H -0.6696 1.1088 2.2515
H -3.0186 2.5380 3.0722
C -1.0804 -5.3436 -1.6738
O 0.1757 -4.7593 -1.6791
H -1.4427 -5.5232 -2.6860
H -1.0883 -6.2405 -1.0544
H -1.7833 -4.6366 -1.2329
H 0.7361 -5.2451 -1.0697
```

Energy above the lowest of the compared OMol25 structures with the same formula, charge and spin ... 53.0 kcal/mol
SMILES ... CCO.CCO.CO.CO
Frontier orbital gap ... 10.58 eV
E_tot ... -14734.15726 eV
HOMO level ... -10.012 eV

No. 3
The following is a DFT calculation (ωB97M-V/def2-TZVPD) of 4 unconnected molecules or ions with the total composition C6H20O4 in a non-equilibrium geometry.

Geometry as XYZ:
```
30
Properties=species:S:1:pos:R:3
C 0.3743 3.5908 -0.1354
C 0.6616 3.0180 -1.5428
O -0.6074 2.5844 -2.0759
H 1.3739 3.9225 0.2703
H 0.0200 2.8513 0.4966
H -0.2723 4.4833 -0.1175
H 1.3073 2.1632 -1.4740
H 1.1335 3.5738 -2.3370
H -1.1679 3.3478 -1.9178
C -0.7595 -2.3164 -2.0899
C 0.6540 -1.6143 -2.2797
O 0.8137 -0.6732 -1.2188
H -0.9811 -3.0914 -2.8007
H -1.5228 -1.5214 -2.0609
H -0.7254 -2.8995 -1.1433
H 0.9203 -1.1167 -3.2217
H 1.4980 -2.3574 -2.2366
H 1.3334 -1.1143 -0.5727
C 0.4674 -2.1011 3.7542
C -0.6014 -1.5559 2.7984
O 0.0861 -0.9303 1.7455
H 1.1501 -1.3731 4.2541
H 0.9440 -2.9375 3.2534
H 0.0199 -2.4947 4.6838
H -1.2469 -0.9091 3.3361
H -1.1636 -2.4545 2.4942
H -0.4781 -0.2800 1.3442
O -1.2373 0.6515 -0.0456
H -0.5932 0.1189 -0.5605
H -1.4006 1.4354 -0.6001
```

Energy above the lowest of the compared OMol25 structures with the same formula, charge and spin ... 31.6 kcal/mol
SMILES ... CCO.CCO.CCO.O
Frontier orbital gap ... 10.68 eV
E_tot ... -14735.08289 eV
HOMO level ... -9.815 eV

No. 4
The following is a DFT calculation (ωB97M-V/def2-TZVPD) of a molecular structure, C6H21BNO3Rb in a non-equilibrium geometry.

Geometry as XYZ:
```
33
Properties=species:S:1:pos:R:3
Rb 0.6697 0.0545 -0.7709
B 3.6709 0.1818 -0.4164
H 3.1519 0.9840 -0.9177
H 2.9782 -0.5396 -0.0115
H 4.3856 -0.3311 -1.0411
H 4.1880 0.6164 0.4250
C -0.1880 -4.0928 -1.2379
C -0.5956 -4.2695 -2.7431
O 0.5721 -3.9613 -3.5558
O 0.3075 -2.7183 -0.9704
H 0.6492 -4.6968 -0.8882
H -1.0645 -4.3579 -0.6467
H -1.3785 -3.5167 -2.8342
H -1.0395 -5.2322 -2.9967
H 0.8198 -3.0486 -3.3905
H 1.2466 -2.7029 -1.1695
C -3.0298 1.9132 2.3254
C -1.9281 1.7923 1.2546
C -0.6555 2.6309 1.5018
O 0.0976 2.7028 0.3413
C 1.3038 3.5352 0.4307
N -1.7021 0.3868 1.0301
H -3.4467 2.9201 2.3467
H -2.7175 1.5637 3.3095
H -3.8877 1.2992 2.0514
H -2.3328 2.0862 0.2862
H -0.0550 2.2422 2.3243
H -0.9630 3.6245 1.8278
H 1.8117 3.6553 -0.5263
H 1.9232 2.9359 1.0980
H 1.1380 4.5427 0.8122
H -1.3671 -0.0766 1.8626
H -2.5625 -0.1231 0.8893
```

Energy above the lowest of the compared OMol25 structures with the same formula, charge and spin ... 0.0 kcal/mol
Frontier orbital gap ... 8.07 eV
E_tot ... -15523.26483 eV
HOMO level ... -8.341 eV